Entry A
Formula: CH4O2S2
Source: the Open Molecules 2025 dataset
Level of theory: the ωB97M-V functional and the def2-TZVPD basis

Structure (XYZ):
```
9
Properties=species:S:1:pos:R:3
C -1.24861 0.46481 -0.85704
O -0.04771 0.06445 1.70239
O 0.65286 -0.15330 -0.64897
S 2.73857 0.42911 1.09011
S 0.99170 -0.36605 0.83931
H -1.48343 -0.18287 0.01051
H -1.41197 -0.04988 -1.79548
H -1.28024 1.63910 -1.03352
H 1.08884 -1.84537 0.69268
```

Calculated values
LUMO energy (alpha / beta), eV: -1.311 / -1.311
HOMO-LUMO gap (alpha / beta), eV: 7.620 / 7.619
HOMO level (alpha / beta), eV: -8.931 / -8.931
Molar mass, g/mol: 112.17


Entry B
Formula: CH4O2S2
Source: the Open Molecules 2025 dataset
Level of theory: the ωB97M-V functional and the def2-TZVPD basis

Structure (XYZ):
```
9
Properties=species:S:1:pos:R:3
C 0.16110 -1.88474 0.11001
O 0.86239 -1.80447 -1.02252
O -0.85272 -1.35062 0.27484
S -0.71130 1.77381 0.30781
S -2.20246 3.01987 0.08613
H 0.73841 -2.26216 1.00228
H 1.74051 -2.16532 -1.01731
H 0.26690 2.42104 0.98632
H -0.00283 2.25259 -0.72756
```

Calculated values
LUMO energy, eV: 0.125
HOMO-LUMO gap, eV: 8.340
HOMO level, eV: -8.215
Molar mass, g/mol: 112.17


Which of them is least stable? Easy: entry A.


Entry A
Formula: C9H8N2O2
Source: the Open Molecules 2025 dataset
Level of theory: the ωB97M-V functional and the def2-TZVPD basis

Structure (XYZ):
```
21
Properties=species:S:1:pos:R:3
C -1.97186 -0.50106 -0.16084
C -2.67739 0.59576 0.10941
C -2.05534 1.77401 0.24052
C -0.63537 1.89642 0.01701
C 0.19520 0.72061 -0.19144
C -0.52144 -0.45454 -0.30436
C 1.28821 -1.94105 -0.28032
C 2.19139 -1.23823 0.67382
C 1.62699 1.11724 -0.26740
H -3.11389 -1.85285 0.20605
H -3.64217 0.87935 0.11118
H -2.71509 2.81834 0.35716
H -0.04995 2.99494 -0.31782
H 1.95581 -3.06473 -0.57632
H 2.88780 -1.67014 1.08276
H 1.62605 -0.72480 1.47734
H 3.60865 0.05206 -0.26574
N -0.00823 -1.74455 -0.72537
N 2.50056 0.02997 0.10061
O -2.49859 -1.72553 -0.43503
O 2.00867 2.03880 -0.85121
```

Calculated values
LUMO energy, eV: 0.103
HOMO-LUMO gap, eV: 8.562
HOMO level, eV: -8.458
Molar mass, g/mol: 176.17


Entry B
Formula: C9H8N2O2
Source: the Open Molecules 2025 dataset
Level of theory: the ωB97M-V functional and the def2-TZVPD basis

Structure (XYZ):
```
21
Properties=species:S:1:pos:R:3
C 2.49598 2.83804 0.16999
O 1.53048 1.64036 0.26448
N 1.98238 0.27441 -0.03330
O 3.21314 0.13003 -0.15401
C 1.06381 -0.71784 -0.21857
C 1.59193 -1.95439 -0.48446
N 2.01055 -2.99911 -0.71602
C -0.33971 -0.67861 -0.04369
C -1.04133 -1.82766 -0.45868
C -2.43989 -1.85609 -0.33067
C -3.18901 -0.86776 0.11255
C -2.50463 0.31748 0.52007
C -1.13993 0.38319 0.42073
H 2.65166 3.06517 -0.79009
H 3.49236 2.56965 0.66851
H 2.10139 3.71687 0.67279
H -0.62198 -2.83248 -0.95295
H -2.91070 -2.81632 -0.67228
H -4.28160 -0.83958 0.29108
H -2.93312 1.13807 1.10279
H -0.73177 1.31657 0.63173
```

Calculated values
LUMO energy (alpha / beta), eV: -0.631 / -0.627
HOMO-LUMO gap (alpha / beta), eV: 7.924 / 7.925
HOMO level (alpha / beta), eV: -8.555 / -8.553
Molar mass, g/mol: 176.18
SMILES: CO/[N+]([O-])=C(/C#N)c1ccccc1


Which of them is least stable? Easy: entry A.


Entry A
Formula: CHCl2NO
Source: the Open Molecules 2025 dataset
Level of theory: the ωB97M-V functional and the def2-TZVPD basis

Structure (XYZ):
```
6
Properties=species:S:1:pos:R:3
N -0.84880 -1.53006 0.07425
C -1.71490 -0.78254 0.03502
Cl -2.92195 0.27535 -0.03953
O 2.34444 0.46338 -0.09029
Cl 1.40558 1.85990 0.04298
H 1.73563 -0.28603 -0.02243
```

Calculated values
LUMO energy, eV: 0.169
HOMO-LUMO gap, eV: 10.626
HOMO level, eV: -10.457
Molar mass, g/mol: 113.93
SMILES: N#CCl.OCl


Entry B
Formula: CHCl2NO
Source: the Open Molecules 2025 dataset
Level of theory: the ωB97M-V functional and the def2-TZVPD basis

Structure (XYZ):
```
6
Properties=species:S:1:pos:R:3
Cl 0.97313 -0.03066 -1.55224
C 1.04684 0.49927 -0.01013
N 1.62893 1.02133 0.92200
O 0.21962 0.37076 0.96160
Cl -2.41430 -1.06487 -0.53271
H -1.45421 -0.79583 0.21147
```

Calculated values
LUMO energy, eV: 0.458
HOMO-LUMO gap, eV: 10.762
HOMO level, eV: -10.303
Molar mass, g/mol: 113.93
SMILES: ClC1=NO1.Cl


Which of them is least stable? Easy: entry B.


Entry A
Formula: C2H11N4
Source: the Open Molecules 2025 dataset
Level of theory: the ωB97M-V functional and the def2-TZVPD basis

Structure (XYZ):
```
17
Properties=species:S:1:pos:R:3
C -1.35887 2.72489 -0.67785
C -0.37157 0.65627 -0.05796
N 0.21246 -2.69925 0.30552
N -0.89511 -0.39610 0.39917
N 0.86562 0.98673 -0.03027
N 1.95355 0.23104 0.51775
H -2.31645 2.80133 -0.19999
H -1.26130 2.61783 -1.71027
H -0.63365 3.14904 0.01694
H 1.04369 -3.07520 -0.19375
H -0.49526 -3.16932 -0.18898
H -0.39143 -1.32677 0.47474
H -1.86209 -0.65611 0.33678
H 1.01480 1.83753 -0.44546
H 2.60485 0.37399 -0.25572
H 0.28004 -3.33091 1.08420
H 1.61069 -0.72499 0.62516
```

Calculated values
Charge: +1
LUMO energy, eV: -4.188
HOMO-LUMO gap, eV: 9.214
HOMO level, eV: -13.402
Molar mass, g/mol: 91.14


Entry B
Formula: C2H11N4
Source: the Open Molecules 2025 dataset
Level of theory: the ωB97M-V functional and the def2-TZVPD basis

Structure (XYZ):
```
17
Properties=species:S:1:pos:R:3
C -0.25515 0.75744 1.49827
C 1.76437 -0.17798 0.04237
N 1.38482 -0.61540 -1.21748
N -1.80395 -0.74425 -0.39027
N 0.84806 0.99151 0.48590
N 0.85884 1.99891 -0.22831
H -0.78212 1.70861 1.63174
H -0.74452 0.01625 0.90167
H 0.03418 0.26343 2.46397
H 2.81027 0.10175 0.02745
H 1.54498 -1.07426 0.64203
H 1.62640 -0.11309 -2.11519
H -2.69613 -0.21698 -0.63620
H -1.24017 -0.99262 -1.24637
H -2.23230 -1.69055 0.01848
H 0.59957 -1.16290 -1.11677
H 0.00533 2.66305 -0.30157
```

Calculated values
Charge: +1
LUMO energy, eV: -5.288
HOMO-LUMO gap, eV: 9.076
HOMO level, eV: -14.364
Molar mass, g/mol: 91.14


Entry C
Formula: C2H11N4
Source: the Open Molecules 2025 dataset
Level of theory: the ωB97M-V functional and the def2-TZVPD basis

Structure (XYZ):
```
17
Properties=species:S:1:pos:R:3
C -1.95677 -1.25012 -0.74577
C 1.32624 0.14991 0.52371
N -1.44707 -0.09460 0.01384
N 1.18032 -1.03854 1.11289
N 1.91548 0.51539 -0.54982
N 2.14940 1.89100 -0.65443
H -1.17622 -1.93350 -1.15433
H -2.74099 -1.89416 -0.26716
H 1.10088 0.94640 1.15681
H 1.76396 2.44820 -1.41667
H -1.47550 -0.27431 1.03444
H 1.20786 -1.94100 0.61785
H 0.94126 -1.02756 2.07291
H 1.92221 -0.08452 -1.42870
H -2.67051 -0.90799 -1.56740
H 3.14848 2.01978 -0.54086
H -2.22855 0.60104 -0.10309
```

Calculated values
Charge: +1
LUMO energy, eV: -3.259
HOMO-LUMO gap, eV: 10.256
HOMO level, eV: -13.515
Molar mass, g/mol: 91.14


Which of them is least stable? Easy: entry A.